Entry 1:
Computed, not measured: C43H45F3N6NaO5PS as an isolated structure, with ωB97M-V/def2-TZVPD.

Computed properties:
HOMO energy = 0.50 eV
total charge = -2
lowest unoccupied orbital energy = 0.1126 hartree
orbital gap = 2.56 eV
ΔE to the lowest compared entry with this formula, charge and spin = 21.2 kcal per mole

Structure (XYZ):
```
105
Properties=species:S:1:pos:R:3:mulliken_charge:R:1
Na 0.6693 1.0726 -0.6605 0.72
C 5.2109 -1.3074 -6.0235 -1.54
C 4.3365 -2.4918 -5.6134 0.34
C 5.2251 -3.6847 -5.2560 -0.97
C 4.3682 -4.8620 -4.8303 -0.99
C 3.5414 -4.4483 -3.6553 1.22
C 3.1766 -5.3644 -2.6793 -0.87
C 2.4336 -4.9553 -1.5877 0.17
F 2.0946 -5.8882 -0.6591 -0.39
C 2.0394 -3.6434 -1.4334 -1.30
C 2.3909 -2.6980 -2.4018 0.34
C 1.9407 -1.3173 -2.2269 0.38
O 1.4530 -0.9377 -1.1414 0.23
C 2.0886 -0.4941 -3.4007 -0.10
C 2.8520 -0.9408 -4.4358 -0.27
N 3.4715 -2.1605 -4.4833 0.37
C 3.1466 -3.0980 -3.5297 -0.54
C 1.3498 0.8354 -3.5820 -0.50
O 1.6623 1.5150 -4.5725 -0.90
O 0.4436 1.0871 -2.7341 -0.48
H 6.0068 -1.6560 -6.6999 0.42
H 5.6939 -0.8506 -5.1283 0.33
H 4.6286 -0.5168 -6.5478 0.45
H 3.6796 -2.7867 -6.4668 0.11
H 5.9142 -3.3894 -4.4237 0.30
H 5.8457 -3.9368 -6.1263 0.38
H 4.9989 -5.7360 -4.5521 0.38
H 3.7112 -5.1864 -5.6723 0.30
H 3.4789 -6.4121 -2.7782 0.43
H 1.4675 -3.3086 -0.5631 0.79
H 2.9823 -0.2907 -5.3025 0.51
C 0.2825 0.5665 7.4744 -0.64
O -0.7577 1.5076 7.7172 -0.48
C -0.8107 2.5991 6.9019 0.92
C -1.9145 3.4508 7.0694 -0.56
C -2.0459 4.5910 6.3139 -0.22
C -1.0918 4.9086 5.3226 -0.16
C 0.0084 4.0596 5.1693 -0.43
C 0.1529 2.9319 5.9433 -0.17
N -1.1899 6.1471 4.7284 -0.71
N -0.7912 6.4440 3.5575 -0.58
C -0.5323 5.5762 2.5395 0.32
C 0.4293 6.0373 1.6173 -0.33
C 0.9817 5.2132 0.6763 -1.13
C 0.5799 3.8501 0.5221 0.39
O 1.1417 3.0714 -0.2832 -0.73
C -0.5531 3.4286 1.3448 0.04
N -1.0513 2.2096 1.0903 0.78
C -2.1243 1.8088 1.7539 -0.32
C -2.8167 2.6217 2.6459 -1.61
C -2.3178 3.8774 2.9168 -0.46
C -1.1196 4.2906 2.3187 0.72
H 0.1278 -0.2570 8.1866 0.22
H 1.2793 1.0084 7.6594 0.32
H 0.2339 0.1622 6.4454 0.20
H -2.6624 3.1820 7.8232 0.35
H -2.8982 5.2646 6.4579 0.37
H 0.7877 4.3069 4.4414 0.30
H 1.0374 2.2909 5.7889 0.35
H 0.7832 7.0564 1.7637 0.38
H 1.7790 5.5727 0.0254 0.38
H -2.4713 0.7914 1.5359 0.52
H -3.7408 2.2746 3.1176 0.41
H -2.8672 4.5652 3.5715 0.54
C -3.3293 2.9694 -3.0690 -1.48
C -2.1746 2.4943 -2.2025 -0.27
P -2.0215 0.6790 -1.8314 1.59
C -3.8252 0.4036 -1.3393 -0.99
C -4.1045 -0.9689 -0.7475 -1.05
C -2.1188 0.0171 -3.5721 -1.24
C -1.6540 -1.4263 -3.6538 -0.64
H -3.2523 4.0615 -3.2314 0.42
H -4.3106 2.7802 -2.6017 0.27
H -3.3281 2.4869 -4.0646 0.28
H -2.1993 2.9981 -1.2136 0.02
H -1.1997 2.7519 -2.6608 0.36
H -4.4762 0.5845 -2.2146 0.56
H -4.0611 1.1921 -0.5937 0.43
H -3.9346 -1.7720 -1.4908 0.23
H -5.1522 -1.0426 -0.4046 0.42
H -3.4580 -1.1714 0.1250 0.11
H -1.4385 0.6579 -4.1768 0.46
H -3.1487 0.1187 -3.9705 0.58
H -0.6263 -1.5129 -3.2544 -0.16
H -1.6512 -1.7854 -4.6975 0.38
H -2.3100 -2.1016 -3.0680 0.17
N -2.9839 -5.6031 2.2867 -0.38
C -2.5455 -4.5514 3.0518 0.30
S -2.8580 -4.5840 4.6871 -0.44
C -1.8865 -3.4348 2.3909 0.99
C -1.3779 -2.3581 3.1391 -0.69
C -0.7612 -1.3104 2.4866 -0.93
N -0.6244 -1.2384 1.1655 0.68
C -1.0978 -2.2566 0.4515 -1.05
C -1.7213 -3.3645 1.0003 -0.66
H -3.2876 -6.4053 2.8441 0.23
H -2.4659 -5.8399 1.4380 0.23
H -1.4740 -2.3557 4.2387 0.39
H -0.3621 -0.4608 3.0579 0.60
H -0.9746 -2.1669 -0.6338 0.45
H -2.1012 -4.1489 0.3302 0.18
F 2.7307 0.9635 2.5215 -0.27
C 2.8151 0.0921 1.4644 0.13
F 4.1580 -0.0326 1.1957 -0.28
H 2.4427 -0.9156 1.8277 -0.22
```

***

Entry 2:
Computed, not measured: C43H46BF4LiN8O3 as an isolated structure, with ωB97M-V/def2-TZVPD.

Computed properties:
HOMO energy = -8.46 eV
total charge = 0
lowest unoccupied orbital energy = -0.0006 hartree
orbital gap = 8.44 eV

Structure (XYZ):
```
106
Properties=species:S:1:pos:R:3:mulliken_charge:R:1
Li 1.3802 3.3188 21.0790 1.38
B -0.1881 2.9718 18.4379 0.13
F -1.5104 3.1901 17.8888 -0.34
F -0.1900 1.6440 18.9630 -0.48
F 0.8918 3.1368 17.6064 -0.18
F -0.0012 3.8321 19.5213 -0.03
N 1.2451 2.0722 22.6744 0.44
C 2.4318 1.5627 23.1110 -0.57
C 2.5564 0.5981 24.0995 -1.00
C 1.3935 0.1552 24.7549 -0.26
C 0.1933 0.6612 24.3611 -0.90
C 0.1136 1.5793 23.2861 -0.47
H 3.3004 1.9327 22.5332 0.41
H 3.5081 0.1761 24.3760 0.49
H 1.4473 -0.5970 25.5547 0.41
H -0.6989 0.3287 24.8786 0.52
H -0.8350 1.8681 22.8399 0.53
N 1.7821 5.2216 21.6985 0.99
C 2.7392 5.3321 22.5945 -0.22
C 3.2151 6.5867 23.0153 -0.70
C 2.5316 7.6768 22.5763 -0.65
C 1.5179 7.5786 21.6863 -0.50
C 1.1706 6.2996 21.2353 -0.63
H 3.0893 4.4225 23.0511 0.15
H 3.9682 6.6922 23.8158 0.40
H 2.8439 8.6169 23.0451 0.36
H 0.9654 8.4515 21.4068 0.38
H 0.4333 6.2062 20.4740 0.49
N 2.3897 1.6999 13.1426 -0.60
C 1.6827 2.8422 13.4285 -0.22
C 0.5713 2.8194 14.3155 -0.39
C 0.2945 1.6215 15.0249 -0.16
C 1.0433 0.5306 14.7333 -0.35
C 1.9899 0.5508 13.7185 -0.29
H 2.0114 3.7452 12.9056 0.38
H 0.0666 3.7222 14.5954 0.39
H -0.5227 1.6318 15.7115 0.49
H 0.8019 -0.4173 15.2038 0.38
H 2.6192 -0.3237 13.5126 0.35
N 4.7545 4.6394 26.2898 -0.06
C 5.2143 5.0793 27.4919 -0.11
C 4.4382 4.9131 28.6728 -0.48
C 3.1549 4.3705 28.6285 -0.62
C 2.6673 4.0144 27.3800 -0.75
C 3.5032 4.1118 26.2240 -0.44
H 6.1743 5.6686 27.5320 0.30
H 4.8947 5.2426 29.6095 0.35
H 2.6137 4.2473 29.4926 0.55
H 1.7529 3.4476 27.2569 0.51
H 3.1588 3.7733 25.2790 0.74
N -1.6841 4.5467 26.7769 -0.62
C -2.5448 3.9650 25.9363 -0.57
C -2.3811 4.0214 24.5429 0.07
C -1.4802 4.9116 23.9928 -0.30
C -0.6540 5.5826 24.8643 -0.26
C -0.7541 5.3762 26.2072 -0.44
H -3.3287 3.4255 26.4277 0.43
H -3.0217 3.4071 23.9460 0.30
H -1.3619 5.0250 22.9110 0.67
H 0.0639 6.2927 24.4592 0.33
H -0.1546 6.0245 26.8376 0.42
N 3.0151 2.9147 19.9985 0.21
C 3.9377 3.7752 19.5110 -0.32
C 4.6699 3.5514 18.3743 -0.78
C 4.3601 2.4198 17.5839 -0.34
C 3.4576 1.5375 18.1263 -0.67
C 2.8476 1.7768 19.3308 -0.14
H 4.0162 4.6674 20.1683 0.30
H 5.3020 4.3118 17.9115 0.37
H 4.7148 2.2800 16.5803 0.47
H 3.2015 0.5726 17.7056 0.39
H 2.1083 1.0555 19.7143 0.33
N -1.0865 8.1212 19.1214 -0.58
C -1.4180 6.9685 18.5079 -0.46
C -2.3203 6.0401 19.0775 -0.24
C -2.9147 6.3184 20.2859 -0.52
C -2.5564 7.5150 20.8990 -0.28
C -1.6487 8.3728 20.3165 -0.56
H -1.0159 6.8186 17.5304 0.51
H -2.5313 5.1715 18.5019 0.53
H -3.4847 5.6071 20.7665 0.57
H -2.9182 7.7473 21.8655 0.49
H -1.2922 9.2063 20.8814 0.50
C 8.1710 4.7771 22.2464 -1.54
C 7.2187 4.9548 23.3551 1.00
C 7.6382 4.4804 24.7354 -0.43
O 7.9954 5.7093 25.4973 -0.36
C 7.5890 6.7988 24.7622 0.69
O 7.7845 7.9350 25.0700 -0.55
O 7.0094 6.4001 23.5549 -0.41
H 9.2042 5.0050 22.5103 0.37
H 7.9259 5.4229 21.3889 0.34
H 8.2009 3.7367 21.9748 0.41
H 6.2173 4.5944 23.2497 -0.06
H 8.5607 3.8705 24.6959 0.32
H 6.8368 3.9668 25.2524 0.27
N -2.2930 0.9796 20.9067 0.21
C -2.3224 0.0053 21.8382 -0.69
C -3.3500 0.2394 22.7302 -0.46
C -3.9145 1.5003 22.3499 -0.61
C -3.2908 1.9064 21.2144 -0.66
H -1.7362 1.0325 20.0821 0.18
H -1.7272 -0.8726 21.7445 0.47
H -3.6451 -0.4751 23.4649 0.52
H -4.7722 1.9850 22.8405 0.59
H -3.4080 2.7228 20.5333 0.50
```